## A
ORCA calculation (ωB97M-V with the def2-TZVPD basis set) on a molecular structure, FIn.

```
2
FIn | the OMol25 dataset | ωB97M-V with the def2-TZVPD basis set
In -0.620 0.418 1.186
F 0.620 -0.418 -1.186
```

Net charge: +2
HOMO-LUMO gap: 6.393 eV

***

## B
ORCA calculation (ωB97M-V with the def2-TZVPD basis set) on a molecular structure, FIn.

```
2
FIn | the OMol25 dataset | ωB97M-V with the def2-TZVPD basis set
In -1.299 0.045 0.739
F 1.299 -0.045 -0.739
```

Net charge: +2
HOMO-LUMO gap: 5.853 eV

***

Most stable one: A, least stable one: B.

***

## A
ORCA calculation (ωB97M-V with the def2-TZVPD basis set) on 2 unconnected molecules or ions with the total composition C4H10OS2.

```
17
C4H10OS2 | the OMol25 dataset | ωB97M-V with the def2-TZVPD basis set
H 2.359 2.168 2.080
H 3.162 -0.384 -1.613
H 2.249 1.152 -1.675
H -0.822 -0.728 0.140
O 1.489 0.924 5.750
C 2.460 0.262 -1.051
H 1.431 -1.494 -0.211
H -0.427 0.900 -0.483
H 2.214 1.256 5.175
C 0.000 0.000 0.000
S 0.558 0.450 1.648
H 1.382 2.433 0.606
C 1.856 1.656 1.237
C 1.180 -0.580 -0.784
S 3.275 0.892 0.441
H 1.598 1.414 6.596
H 0.895 -0.892 -1.807
```

Net charge: 0
HOMO-LUMO gap: 8.870 eV
Structure (SMILES): C1CSCSC1.O

***

## B
ORCA calculation (ωB97M-V with the def2-TZVPD basis set) on C4H10OS2 in the gas phase.

```
17
C4H10OS2 | the OMol25 dataset | ωB97M-V with the def2-TZVPD basis set
H 1.716 -0.274 -1.950
H -1.501 -1.269 -1.387
H 0.502 1.765 1.516
H -0.889 0.274 1.965
C -0.490 1.109 1.286
C -0.321 0.434 -0.039
H 2.505 0.677 -0.649
H 2.931 -0.964 -0.776
S -3.347 0.771 -0.428
H 0.316 -1.503 -0.467
O -2.010 -1.489 0.758
C 1.985 -0.279 -0.919
C 0.795 -0.673 -0.010
S -1.915 -0.464 -0.213
H -0.253 0.948 -0.907
H 1.282 -0.901 0.963
H -1.305 1.840 1.258
```

Net charge: 0
HOMO-LUMO gap: 9.761 eV
Structure (SMILES): CC[C@H](C)[S@@H](=O)=S

***

## C
ORCA calculation (ωB97M-V with the def2-TZVPD basis set) on C4H10OS2 in the gas phase.

```
17
C4H10OS2 | the OMol25 dataset | ωB97M-V with the def2-TZVPD basis set
H -1.703 -1.844 -0.981
H 0.328 1.123 1.739
C 0.838 -0.679 -0.437
H 1.668 1.119 -1.281
H 0.756 -1.185 -1.413
O -1.447 -2.077 1.248
H 0.032 2.193 0.377
H -0.926 0.378 -1.142
H 2.176 0.985 0.452
C -0.470 0.105 -0.124
S -1.835 -1.067 0.276
H 2.894 -0.130 -0.813
H -1.378 1.265 1.172
C 1.973 0.323 -0.470
H 1.038 -1.476 0.187
S -3.622 -0.323 0.314
C -0.320 1.291 0.895
```

Net charge: 0
HOMO-LUMO gap: 9.719 eV
Structure (SMILES): CC[C@H](C)[S@@H](=O)=S

***

## D
ORCA calculation (ωB97M-V with the def2-TZVPD basis set) on 2 unconnected molecules or ions with the total composition C4H10OS2.

```
17
C4H10OS2 | the OMol25 dataset | ωB97M-V with the def2-TZVPD basis set
H 0.162 1.483 -1.122
O -1.305 -0.247 -1.246
S 0.855 1.630 -0.012
H 2.262 0.175 -2.006
H -2.558 1.616 -1.384
H 1.613 -1.554 1.701
H 2.408 0.082 2.290
S 2.721 -0.510 -0.912
H -1.982 1.126 0.290
C -2.278 0.753 -0.711
C 1.470 -0.036 0.220
H -0.720 -2.128 -0.893
H -0.851 -0.974 0.634
H 0.678 0.031 2.283
H -3.084 0.127 -0.419
C 1.481 -0.412 1.709
C -0.872 -1.162 -0.422
```

Net charge: 0
HOMO-LUMO gap (alpha / beta): 7.253 / 7.690 eV

***

Most stable one: A, least stable one: D.

***

## A
ORCA calculation (ωB97M-V with the def2-TZVPD basis set) on C14H19N3O4 in the gas phase.

```
40
C14H19N3O4 | the OMol25 dataset | ωB97M-V with the def2-TZVPD basis set
O 3.288 -2.073 -1.414
C -0.036 -1.269 1.595
H -1.407 -3.161 0.025
C -5.245 0.461 -1.240
H -2.270 2.236 0.911
H 5.483 1.712 -1.812
H -0.935 0.079 -0.348
C -4.379 -0.352 -0.391
N 1.364 -1.453 1.187
H -4.512 -1.398 -0.321
C 3.228 -0.367 0.634
H -2.939 -1.325 1.940
C -3.098 1.638 0.526
C -2.371 -0.523 1.285
H 4.848 -0.020 -0.694
C 4.787 1.823 0.121
H -5.743 2.745 -1.374
H 1.411 0.330 -0.176
O 4.834 2.556 1.172
N -1.381 -2.032 -0.481
H 3.111 1.131 -1.116
C 2.159 -1.723 -1.116
H -4.462 3.744 0.257
C -4.220 2.505 -0.056
C -1.164 -0.914 0.424
H -2.247 -1.675 -0.969
H -1.944 0.213 2.146
C -3.327 0.216 0.508
H 3.111 0.168 1.730
H -5.854 -0.031 -2.225
C 3.945 0.660 -0.335
H 2.097 -1.815 1.880
O -0.429 -2.084 2.423
C -5.141 1.995 -0.879
O 1.164 -2.408 -1.680
H 0.117 -2.199 -1.397
N 5.858 1.899 -0.728
C 1.831 -0.807 0.071
H 6.645 2.881 -0.860
H 3.821 -1.364 0.776
```

Net charge: 0
HOMO-LUMO gap: 9.168 eV
Structure (SMILES): NC(=O)CC[C@H](NC(=O)[C@@H](N)Cc1ccccc1)C(=O)O

***

## B
ORCA calculation (ωB97M-V with the def2-TZVPD basis set) on C14H19N3O4 in the gas phase.

```
40
C14H19N3O4 | the OMol25 dataset | ωB97M-V with the def2-TZVPD basis set
C 3.803 1.240 -1.308
H -0.563 1.356 1.429
H -0.213 1.146 -0.812
H 0.807 -1.981 -0.940
C -2.163 0.747 -1.075
H 1.129 -3.505 -0.507
H -2.973 1.570 -1.561
H 1.838 -1.255 2.801
H -0.950 2.358 -1.727
C 2.537 1.705 -0.585
N -0.860 2.337 1.530
C 2.406 -0.404 0.533
C 1.830 -1.402 1.594
H -1.449 0.276 -1.781
H 4.611 -0.390 -2.209
H -2.767 0.592 0.915
O -2.091 3.775 0.277
H 4.078 2.091 -2.078
H 0.287 -2.876 1.822
O -3.675 -1.714 -1.760
C 3.373 -0.929 -0.278
H 2.315 2.761 -0.409
H 1.093 1.287 1.041
O -5.127 -0.610 -0.040
C -1.116 1.784 -0.785
N -1.563 -1.180 0.139
C -1.434 2.737 0.291
H -0.740 2.897 2.467
O -0.782 -0.167 1.974
C 1.921 0.843 0.309
C -2.634 -0.202 0.125
C 4.110 -0.105 -1.277
H -1.820 -2.152 -0.384
H -5.689 -1.501 -0.372
H 2.684 -2.187 1.639
C -0.755 -1.171 1.116
C 0.508 -2.124 1.010
H 3.507 -2.021 -0.205
C -3.894 -0.919 -0.493
N 0.419 -2.704 -0.422
```

Net charge: 0
HOMO-LUMO gap: 9.074 eV
Structure (SMILES): NC(=O)CC[C@H](NC(=O)[C@@H](N)Cc1ccccc1)C(=O)O

***

Most stable one: B, least stable one: A.

***

## A
ORCA calculation (ωB97M-V with the def2-TZVPD basis set) on CH4P2S in the gas phase.

```
8
CH4P2S | the OMol25 dataset | ωB97M-V with the def2-TZVPD basis set
H -1.790 0.527 -1.435
C -0.978 0.638 -0.640
H -1.505 1.084 0.235
P -0.268 -0.996 -0.113
P 1.800 -0.394 0.330
H -0.214 1.230 -0.977
S 0.393 -0.448 1.944
H 2.561 -1.640 0.658
```

Net charge: 0
HOMO-LUMO gap: 9.356 eV
Structure (SMILES): CP1#S#[PH]1

***

## B
ORCA calculation (ωB97M-V with the def2-TZVPD basis set) on 2 unconnected molecules or ions with the total composition CH4P2S.

```
8
CH4P2S | the OMol25 dataset | ωB97M-V with the def2-TZVPD basis set
S -2.156 0.172 -0.006
H -0.148 2.003 0.116
H 1.048 -1.544 -1.932
P 0.764 -0.757 0.390
H 1.711 1.772 1.279
C -0.994 -0.984 0.085
H -1.370 -2.048 -0.023
P 1.145 1.386 0.090
```

Net charge: 0
HOMO-LUMO gap (alpha / beta): 7.417 / 6.684 eV

***

## C
ORCA calculation (ωB97M-V with the def2-TZVPD basis set) on CH4P2S in the gas phase.

```
8
CH4P2S | the OMol25 dataset | ωB97M-V with the def2-TZVPD basis set
H 2.439 0.494 0.613
H -1.044 -0.937 -1.353
H 1.326 -0.990 0.977
H -0.230 1.067 1.092
C -1.329 -0.197 -0.727
P 1.700 -0.375 -0.061
S -2.860 -0.011 -0.280
P -0.002 0.950 -0.260
```

Net charge: 0
HOMO-LUMO gap: 8.114 eV
Structure (SMILES): [PH2]#[PH]C=S

***

Most stable one: A, least stable one: B.

***

## A
ORCA calculation (ωB97M-V with the def2-TZVPD basis set) on C19H23N3O4S in the gas phase.

```
50
C19H23N3O4S | the OMol25 dataset | ωB97M-V with the def2-TZVPD basis set
H -3.017 -2.264 0.678
H -0.758 3.435 -4.349
H 2.147 2.707 -4.982
O -3.995 0.753 3.491
H -2.640 3.268 0.539
O 3.646 -2.930 1.325
C -2.095 -2.314 1.220
H 1.482 0.777 -3.894
C -1.856 -1.976 2.515
H -3.818 -1.843 3.390
H -2.574 2.553 2.919
H -0.176 1.969 -5.148
H -3.673 1.856 0.795
N 1.050 1.017 -3.013
C -2.841 -1.363 3.450
N 1.535 -2.787 2.091
H 2.791 4.854 -4.035
C 2.561 -1.786 -1.202
C 0.860 5.478 -3.328
S -0.655 -2.851 0.443
C -2.013 2.008 2.154
C 1.391 -0.404 0.378
C 1.364 3.439 -4.770
O -1.978 0.622 2.511
H 1.094 -0.181 1.392
C 0.156 2.052 -3.030
C -3.027 0.123 3.157
C -2.645 2.210 0.786
H 1.187 4.004 -5.688
H 2.513 -1.126 -3.231
H -2.467 -1.451 4.472
H 1.838 -3.213 2.960
H 0.531 6.002 -4.223
H -0.006 5.053 -2.829
O -0.496 2.406 -2.075
C 1.867 4.390 -3.682
H 2.107 3.819 -2.782
C 0.193 -2.539 1.960
C 0.063 2.720 -4.390
C 2.135 -1.550 0.101
C 2.195 -0.927 -2.217
H 0.454 1.344 -0.413
N -0.564 -2.128 2.912
C 1.411 0.195 -1.947
C 1.033 0.463 -0.633
H -0.969 2.330 2.156
C 2.532 -2.481 1.187
H 1.314 6.202 -2.655
H 3.165 -2.656 -1.408
H -2.089 1.676 0.020
```

Net charge: 0
HOMO-LUMO gap: 8.879 eV
Structure (SMILES): CCCCC(=O)Nc1ccc(C(=O)Nc2nc(CC(=O)OCC)cs2)cc1

***

## B
ORCA calculation (ωB97M-V with the def2-TZVPD basis set) on C19H23N3O4S in the gas phase.

```
50
C19H23N3O4S | the OMol25 dataset | ωB97M-V with the def2-TZVPD basis set
N 0.936 -2.143 -0.283
C -0.252 -2.476 0.071
C 4.347 1.165 -0.230
C -0.952 2.876 0.312
O 0.026 2.042 0.914
H 3.572 -2.594 -0.099
N -1.006 -3.454 -0.482
H -5.386 0.262 1.332
H -2.005 -3.300 -0.437
H 2.283 1.460 0.233
H -2.542 0.747 -2.693
H 0.594 0.093 3.470
C 0.783 0.437 2.452
H -1.300 0.358 -0.053
C 1.447 -1.120 0.470
C -4.591 0.412 -0.708
C -1.678 2.205 -0.860
H 5.849 -1.821 -0.644
H -0.446 3.768 -0.063
O -1.296 1.655 2.688
C 2.785 -0.624 0.149
C -4.481 0.042 0.771
H 4.552 2.225 -0.284
O -2.197 2.874 -1.729
C 5.070 -1.101 -0.436
H 7.409 0.556 0.056
H 1.781 0.866 2.377
H -1.699 3.170 1.061
C -0.279 1.455 2.082
C 3.069 0.737 0.080
N -1.694 0.863 -0.832
H -5.611 0.254 -1.061
H -1.632 -0.706 -2.189
S -0.877 -1.579 1.459
H 6.769 1.779 -1.044
C 3.798 -1.539 -0.129
C 6.755 0.719 -0.802
C 0.629 -0.680 1.470
H -3.691 -1.863 1.549
H -4.309 1.442 -0.913
H -4.104 -1.041 -2.275
C -3.635 -0.581 -1.393
H -0.658 -3.807 -1.361
C 5.366 0.258 -0.484
C -4.205 -1.454 0.678
H 7.163 0.161 -1.642
H -5.138 -2.012 0.513
H -3.640 0.549 1.243
O -3.353 -1.610 -0.445
C -2.325 0.075 -1.860
```

Net charge: 0
HOMO-LUMO gap: 8.640 eV
Structure (SMILES): Cc1ccc(-c2nc(N)sc2CC(=O)OCC(=O)NC[C@@H]2CCCO2)cc1

***

Most stable one: A, least stable one: B.

***

## A
ORCA calculation (ωB97M-V with the def2-TZVPD basis set) on a molecular structure, CH3BBr2O2.

```
9
CH3BBr2O2 | the OMol25 dataset | ωB97M-V with the def2-TZVPD basis set
H -0.063 -1.909 1.416
Br 2.449 0.737 0.028
H -2.053 -1.265 -0.043
O -1.509 -0.559 -0.397
H 0.641 1.287 -2.059
Br -0.164 2.449 0.384
O 0.369 -1.175 0.977
B -0.258 -0.419 0.063
C 0.588 0.856 -0.369
```

Net charge: 0
HOMO-LUMO gap: 9.254 eV

***

## B
ORCA calculation (ωB97M-V with the def2-TZVPD basis set) on a molecular structure, CH3BBr2O2.

```
9
CH3BBr2O2 | the OMol25 dataset | ωB97M-V with the def2-TZVPD basis set
C -1.838 0.138 0.817
O 0.156 0.235 0.657
B 0.739 0.132 -0.522
O 1.942 -0.511 -0.733
H 2.636 -0.849 -0.151
H 0.336 0.833 -1.268
Br -2.343 1.664 -0.103
Br -2.154 -1.422 -0.090
H 0.526 -0.220 1.392
```

Net charge: 0
HOMO-LUMO gap: 8.362 eV

***

Most stable one: A, least stable one: B.

***

## A
ORCA calculation (ωB97M-V with the def2-TZVPD basis set) on C4H4N2 in the gas phase.

```
10
C4H4N2 | the OMol25 dataset | ωB97M-V with the def2-TZVPD basis set
N -1.616 0.732 0.089
H 1.628 0.676 -1.365
C 0.552 -0.334 0.575
C -0.237 1.049 0.123
C -0.516 -1.175 -0.120
N -1.698 -0.513 -0.154
H 0.137 1.981 0.348
C 0.786 0.332 -0.649
H -0.254 -2.251 -0.365
H 1.219 -0.498 1.517
```

Net charge: 0
HOMO-LUMO gap (alpha / beta): 8.924 / 8.923 eV

***

## B
ORCA calculation (ωB97M-V with the def2-TZVPD basis set) on C4H4N2 in the gas phase.

```
10
C4H4N2 | the OMol25 dataset | ωB97M-V with the def2-TZVPD basis set
H -1.539 1.570 2.033
H 2.520 -0.747 -2.450
C -1.067 1.875 1.031
C -0.027 -1.207 0.243
H -1.170 2.912 0.736
N -0.691 -0.280 0.803
C 1.729 -0.788 -1.705
N -0.595 1.003 0.140
C 0.932 -0.980 -0.826
H -0.210 -2.197 0.621
```

Net charge: 0
HOMO-LUMO gap: 9.806 eV
Structure (SMILES): C#C/C=N\N=C

***

Most stable one: B, least stable one: A.

***

## A
ORCA calculation (ωB97M-V with the def2-TZVPD basis set) on C4H4N2 in the gas phase.

```
10
C4H4N2 | the OMol25 dataset | ωB97M-V with the def2-TZVPD basis set
C 1.293 0.031 0.861
N -1.002 0.949 0.705
C -0.105 -0.145 0.387
H -0.981 1.119 1.706
C -0.107 -0.906 -2.171
H -0.716 1.801 0.235
H -0.089 -1.229 -3.188
C -0.135 -0.533 -1.029
N 2.236 -0.075 1.520
H -0.421 -1.010 0.986
```

Net charge: 0
HOMO-LUMO gap: 11.203 eV
Structure (SMILES): C#C[C@H](N)C#N

***

## B
ORCA calculation (ωB97M-V with the def2-TZVPD basis set) on C4H4N2 in the gas phase.

```
10
C4H4N2 | the OMol25 dataset | ωB97M-V with the def2-TZVPD basis set
C -1.029 -0.239 -0.205
C 0.027 0.768 -0.626
H -2.038 -0.282 -0.610
N -0.542 -1.633 0.031
C 1.544 -0.648 -0.006
C -0.572 0.931 0.538
N 0.677 -1.531 0.201
H 0.461 1.312 -1.452
H -0.806 1.601 1.354
H 2.197 -0.308 0.795
```

Net charge: 0
HOMO-LUMO gap: 8.712 eV

***

## C
ORCA calculation (ωB97M-V with the def2-TZVPD basis set) on C4H4N2 in the gas phase.

```
10
C4H4N2 | the OMol25 dataset | ωB97M-V with the def2-TZVPD basis set
N -0.163 -0.985 1.083
C -1.007 0.040 1.064
C 0.675 -0.993 0.061
H 1.908 0.056 -0.733
C -0.260 0.956 -0.883
H 1.347 -1.841 -0.075
C 0.826 0.051 -0.834
N -1.201 0.902 0.062
H -1.638 0.150 1.939
H -0.487 1.665 -1.685
```

Net charge: 0
HOMO-LUMO gap: 10.354 eV
Structure (SMILES): c1cncnc1

***

Most stable one: C, least stable one: B.